The following is a DFT calculation (wB97M-V/def2-TZVPD) of an isolated ion of composition C6H13N and charge +1 at a distorted geometry.

Structure (XYZ):
```
20
Properties=species:S:1:pos:R:3:lowdin_spin:R:1
C -2.112 0.159 -0.797 0.006
C -1.367 0.308 0.565 -0.004
C 0.008 1.095 0.447 0.002
C 0.963 0.341 -0.496 0.101
C 1.084 0.331 -1.878 0.460
C 1.460 -1.240 1.430 0.039
N 1.854 -0.469 0.278 0.325
H -2.215 1.186 -1.219 0.000
H -3.156 -0.098 -0.502 0.001
H -1.849 -0.502 -1.599 0.003
H -1.333 -0.682 1.107 0.001
H -2.041 0.928 1.157 -0.001
H -0.281 2.085 0.048 0.001
H 0.495 1.274 1.406 0.000
H 1.530 -0.528 -2.334 0.020
H 0.530 1.061 -2.519 0.016
H 0.741 -0.611 2.022 0.001
H 0.916 -2.162 1.157 0.021
H 2.298 -1.481 2.080 0.003
H 2.473 -0.996 -0.354 0.004
```

LUMO level (spin up / spin down) (eV): -3.7 / -7.4
Relative energy (zero: lowest compared OMol25 entry of this formula, charge and spin) (kcal per mole): 28.9
Spin multiplicity: 2
Kohn-Sham gap (spin up / spin down) (Eh): 0.419 / 0.295
E (eV): -7913.9609
Net charge: +1

***

The following is a DFT calculation (wB97M-V/def2-TZVPD) of an isolated ion of composition C6H13N2 and charge +1 at a distorted geometry.

Structure (XYZ):
```
21
Properties=species:S:1:pos:R:3:nbo_charge:R:1
C 2.283 1.648 0.494 -0.653
C 1.134 0.844 -0.065 -0.021
C 0.284 0.133 0.987 -0.465
C -0.901 -0.586 0.366 -0.333
C -0.777 -1.636 -0.440 0.016
N -1.806 -2.292 -1.114 -0.410
C -2.669 -2.923 -0.444 0.002
N 0.191 1.779 -0.826 -0.688
H 2.974 2.013 -0.261 0.240
H 2.855 1.035 1.195 0.260
H 1.918 2.421 1.177 0.224
H 1.473 0.138 -0.820 0.223
H 0.039 0.837 1.781 0.232
H 0.879 -0.674 1.409 0.258
H -1.886 -0.157 0.513 0.220
H 0.196 -2.011 -0.751 0.203
H -3.421 -3.514 -0.956 0.193
H -2.671 -2.995 0.647 0.161
H -0.095 2.554 -0.223 0.433
H 0.642 2.177 -1.649 0.445
H -0.642 1.209 -1.021 0.458
```

SMILES string: C=N/C=C/C[C@H](C)[NH3+]
LUMO level (eV): -3.3
Relative energy (zero: lowest compared OMol25 entry of this formula, charge and spin) (kcal per mole): 33.8
Kohn-Sham gap (Eh): 0.346
E (eV): -9405.4000
Net charge: +1

***

The following is a DFT calculation (wB97M-V/def2-TZVPD) of a 2-piece molecular cluster, C6H13N2 overall at a distorted geometry.

Structure (XYZ):
```
21
Properties=species:S:1:pos:R:3:nbo_charge:R:1
C -2.681 0.483 0.212 -0.403
C 0.188 -1.122 -1.357 -0.502
C -2.568 -0.453 1.128 -0.407
C 1.029 -1.305 -0.034 -0.207
C 0.306 0.357 -1.163 0.492
C 1.974 0.901 1.045 -0.433
N -0.184 1.379 -1.634 -0.528
N 1.547 0.138 -0.180 -0.440
H -2.712 0.439 -0.868 0.214
H -2.710 1.472 0.685 0.199
H 0.718 -1.511 -2.213 0.266
H -0.897 -1.540 -1.377 0.289
H -2.806 -1.521 0.867 0.195
H -2.059 -0.280 2.103 0.204
H 0.394 -1.402 0.877 0.241
H 1.719 -2.079 0.124 0.241
H 2.787 1.582 0.648 0.237
H 1.079 1.593 1.474 0.248
H 2.244 0.318 1.879 0.249
H 0.254 2.357 -1.416 0.409
H 2.376 0.196 -0.801 0.436
```

LUMO level (eV): -3.6
Relative energy (zero: lowest compared OMol25 entry of this formula, charge and spin) (kcal per mole): 92.5
Kohn-Sham gap (Eh): 0.348
E (eV): -9402.8552
Net charge: +1

***

The following is a DFT calculation (wB97M-V/def2-TZVPD) of a 2-piece molecular cluster, C6H13N2O overall at a distorted geometry.

Structure (XYZ):
```
22
Properties=species:S:1:pos:R:3:nbo_charge:R:1
C -2.170 0.312 -0.064 0.229
C 1.446 0.249 0.602 -0.278
C 1.162 -0.708 -0.595 -0.286
C 0.569 0.612 -0.491 0.649
C 2.750 0.999 0.752 -0.616
C 0.433 -1.991 -0.286 -0.598
N -2.940 -0.726 -0.298 -0.789
N -2.626 1.290 0.682 -0.787
O 0.406 1.673 -1.200 -0.569
H 1.014 -0.106 1.529 0.275
H 1.907 -0.822 -1.380 0.254
H 2.773 1.562 1.682 0.245
H 2.907 1.689 -0.074 0.227
H 3.569 0.282 0.765 0.242
H 1.129 -2.717 0.129 0.241
H 0.009 -2.413 -1.193 0.229
H -0.359 -1.813 0.436 0.227
H -2.624 -1.494 -0.865 0.411
H -3.895 -0.782 0.054 0.378
H -2.055 2.093 0.883 0.411
H -3.570 1.287 1.066 0.379
H 0.164 1.523 -2.131 0.524
```

LUMO level (eV): -4.4
Relative energy (zero: lowest compared OMol25 entry of this formula, charge and spin) (kcal per mole): 82.6
Kohn-Sham gap (Eh): 0.302
E (eV): -11451.1316
Net charge: +1